--- A ---
# C3H4OS2

A 2-piece molecular cluster, C3H4OS2 overall (ωB97M-V/def2-TZVPD, the OMol25 dataset).

Results
Kohn-Sham gap = 8.984 eV
Structure (SMILES) = C#CC(=O)S.S

Element x y z (Å)
C -1.329 -2.350 -0.267
C -1.522 -1.242 0.155
C -1.916 0.004 0.661
O -1.730 0.656 1.674
S -2.784 0.812 -0.810
H -0.891 -3.188 -0.792
H -2.845 2.025 -0.404
S 1.341 0.780 0.282
H 1.757 1.960 -0.211
H 0.384 0.401 -0.672

--- B ---
# C3H4OS2

One molecule with the formula C3H4OS2 (ωB97M-V/def2-TZVPD, the OMol25 dataset).

Results
Kohn-Sham gap = 8.429 eV
Structure (SMILES) = S=C(S)[C@@H]1CO1

Element x y z (Å)
S -1.150 -0.362 -1.869
C 0.172 0.048 -1.017
S 1.807 0.049 -1.654
C 0.061 0.516 0.457
C -0.617 -0.351 1.475
O -1.262 0.862 0.954
H 1.481 -0.280 -2.905
H 0.908 1.116 0.797
H -0.400 -0.294 2.545
H -1.000 -1.305 1.217

--- C ---
# C3H4OS2

C3H4OS2 as an isolated structure (ωB97M-V/def2-TZVPD, the OMol25 dataset).

Results
Kohn-Sham gap = 9.969 eV

Element x y z (Å)
C -0.995 -0.304 -0.312
C -0.050 0.480 0.584
C 1.118 0.241 -0.284
O -0.054 -0.400 -1.471
S 0.766 1.905 -0.220
S 2.652 -0.582 0.083
H -1.265 -1.405 -0.039
H -2.069 0.290 -0.510
H 0.120 0.501 1.690
H 2.050 -1.739 -0.040

--- D ---
# C3H4OS2

One molecule with the formula C3H4OS2 (ωB97M-V/def2-TZVPD, the OMol25 dataset).

Results
Kohn-Sham gap = 9.278 eV
Structure (SMILES) = S=C1CSCO1

Element x y z (Å)
S -2.364 -0.088 -0.028
C -0.734 0.021 0.024
C 0.215 -1.176 0.064
S 1.919 -0.506 -0.039
C 1.307 1.174 0.017
O -0.109 1.190 0.024
H -0.018 -1.737 0.963
H 0.003 -1.839 -0.759
H 1.647 1.758 -0.867
H 1.627 1.675 0.924

Stability check: which of them is least stable? C.

--- A ---
# C9H9Cl12N

A 5-piece molecular cluster, C9H9Cl12N overall (ωB97M-V/def2-TZVPD, the OMol25 dataset).

Results
Kohn-Sham gap = 9.741 eV
Structure (SMILES) = ClC(Cl)Cl.ClC(Cl)Cl.ClC(Cl)Cl.ClC(Cl)Cl.c1ccncc1

Element x y z (Å)
Cl 18.023 18.822 -13.270
C 18.564 17.675 -14.522
Cl 17.410 16.385 -14.845
Cl 20.115 16.966 -14.015
H 18.624 18.267 -15.425
Cl 12.323 15.044 -13.941
C 10.629 14.563 -14.033
Cl 9.675 15.132 -12.653
Cl 10.548 12.820 -14.157
H 10.169 14.976 -14.922
Cl 14.354 12.882 -12.391
C 15.433 14.223 -12.717
Cl 17.119 13.628 -12.532
Cl 15.123 15.595 -11.632
H 15.348 14.583 -13.734
Cl 19.936 11.425 -12.249
C 19.916 12.043 -13.874
Cl 20.445 10.858 -15.053
Cl 20.910 13.516 -13.993
H 18.919 12.358 -14.157
C 16.886 12.624 -8.555
C 17.740 12.288 -7.543
C 18.333 10.991 -7.527
N 18.012 10.062 -8.398
C 17.193 10.411 -9.405
C 16.590 11.640 -9.502
H 16.449 13.615 -8.532
H 18.012 12.920 -6.707
H 19.048 10.830 -6.730
H 16.847 9.642 -10.087
H 15.900 11.841 -10.311

--- B ---
# C9H9Cl12N

A 5-piece molecular cluster, C9H9Cl12N overall (ωB97M-V/def2-TZVPD, the OMol25 dataset).

Results
Kohn-Sham gap = 10.147 eV
Structure (SMILES) = ClC(Cl)Cl.ClC(Cl)Cl.ClC(Cl)Cl.ClC(Cl)Cl.c1ccncc1

Element x y z (Å)
Cl 1.599 4.966 -3.589
C 1.579 3.360 -2.797
Cl 2.811 3.185 -1.523
Cl 1.816 2.176 -4.073
H 0.609 3.131 -2.356
Cl 0.601 0.005 0.796
C 1.740 -0.956 -0.122
Cl 3.247 -1.039 0.887
Cl 2.182 -0.250 -1.676
H 1.382 -1.980 -0.236
Cl -1.647 2.359 -1.173
C -2.183 2.297 0.550
Cl -3.065 0.743 0.773
Cl -3.210 3.577 1.208
H -1.316 2.186 1.201
Cl 0.269 2.698 3.589
C 1.403 3.049 4.927
Cl 1.442 1.765 6.130
Cl 1.016 4.662 5.614
H 2.388 3.082 4.460
C -0.983 -3.668 -0.004
C -1.625 -2.548 -0.469
C -1.732 -2.384 -1.809
N -1.287 -3.324 -2.709
C -0.707 -4.451 -2.212
C -0.509 -4.671 -0.853
H -0.876 -3.851 1.055
H -2.223 -1.894 0.149
H -2.232 -1.495 -2.164
H -0.532 -5.172 -2.997
H 0.042 -5.558 -0.577

Stability check: which of them is least stable? B.

--- A ---
# C2H7NO4

A 3-piece molecular cluster, C2H7NO4 overall (ωB97M-V/def2-TZVPD, the OMol25 dataset).

Results
Kohn-Sham gap = 11.097 eV
Structure (SMILES) = O=CNC=O.O.O

Element x y z (Å)
O -0.958 1.237 0.464
C -1.255 0.330 -0.273
N -0.284 -0.478 -0.860
C 0.759 -0.159 -1.751
O 0.998 0.968 -2.092
H -2.268 -0.028 -0.336
H -0.633 -1.366 -1.201
H 1.303 -1.063 -2.123
O 2.837 -0.242 1.204
H 2.200 -0.067 0.452
H 2.640 0.606 1.623
O -2.192 -1.246 2.302
H -2.348 -0.386 1.808
H -1.412 -1.113 2.909

--- B ---
# C2H7NO4

A 3-piece molecular cluster, C2H7NO4 overall (ωB97M-V/def2-TZVPD, the OMol25 dataset).

Results
Kohn-Sham gap = 9.742 eV
Structure (SMILES) = O=CNC=O.O.O

Element x y z (Å)
O -1.393 1.543 -2.538
C -1.294 0.919 -1.515
N -0.489 -0.208 -1.395
C 0.401 -0.644 -2.368
O 0.752 -0.076 -3.358
H -1.910 1.157 -0.644
H -0.379 -0.565 -0.459
H 0.718 -1.686 -2.160
O -0.782 0.279 1.543
H -0.828 -0.480 2.137
H -1.202 0.997 2.040
O 1.785 -0.276 2.845
H 2.441 0.093 3.443
H 2.180 -1.052 2.429

Stability check: which of them is least stable? A.

--- A ---
# CH4NO3

A 2-piece molecular cluster, CH4NO3 overall (ωB97M-V/def2-TZVPD, the OMol25 dataset).

Results
Kohn-Sham gap = 7.605 eV
Total charge = -1

Element x y z (Å)
C -1.286 0.248 0.480
N -0.765 0.331 -0.686
O 0.310 1.097 -0.911
O 2.986 -0.051 0.055
O 1.798 -0.111 0.785
H -2.212 -0.388 0.547
H -0.809 0.718 1.301
H 1.230 0.556 0.015
H 3.527 0.356 0.752

--- B ---
# CH4NO3

A 2-piece molecular cluster, CH4NO3 overall (ωB97M-V/def2-TZVPD, the OMol25 dataset).

Results
Kohn-Sham gap = 9.084 eV
Total charge = -1

Element x y z (Å)
N 0.812 -0.455 -1.000
C 0.736 0.434 0.164
O -0.468 0.735 0.413
O 1.843 0.723 0.622
H 1.604 -0.357 -1.615
H 0.002 -0.481 -1.614
H -1.967 -0.256 -0.230
H -1.767 -1.320 0.734
O -2.437 -1.066 0.087

Stability check: which of them is least stable? A.

--- A ---
# C10H8AsF22NaO2

C10H8AsF22NaO2 as an isolated structure (ωB97M-V/def2-TZVPD, the OMol25 dataset).

Results
Kohn-Sham gap = 11.242 eV

Element x y z (Å)
Na 18.000 -5.447 -8.311
As 14.875 -3.235 -9.881
F 14.161 -3.246 -8.321
F 15.844 -1.891 -9.407
F 15.730 -3.314 -11.379
F 13.984 -4.654 -10.297
F 13.675 -2.221 -10.543
F 16.139 -4.330 -9.246
C 22.008 -7.863 -3.811
C 21.162 -7.059 -2.845
C 19.832 -7.731 -2.518
F 19.988 -9.021 -2.197
F 19.214 -7.015 -1.543
F 21.876 -6.857 -1.713
F 20.868 -5.835 -3.355
O 21.218 -8.165 -4.968
C 21.818 -7.904 -6.144
C 20.797 -8.276 -7.223
F 19.807 -7.332 -7.205
F 21.336 -8.304 -8.445
F 22.221 -6.624 -6.236
F 22.922 -8.674 -6.298
H 22.263 -8.795 -3.304
H 22.925 -7.330 -4.048
H 19.148 -7.637 -3.368
H 20.351 -9.238 -6.969
C 16.069 -6.654 -10.888
C 15.934 -7.508 -12.139
C 14.780 -7.083 -13.036
F 13.601 -7.390 -12.491
F 14.872 -5.736 -13.195
F 17.070 -7.535 -12.863
F 15.698 -8.826 -11.794
O 16.936 -7.185 -9.879
C 16.560 -8.211 -9.066
C 17.413 -9.466 -9.318
F 18.721 -9.132 -9.232
F 17.119 -10.378 -8.371
F 16.859 -7.775 -7.794
F 15.262 -8.466 -9.106
H 15.084 -6.463 -10.458
H 16.394 -5.664 -11.205
H 14.863 -7.563 -14.014
H 17.213 -9.867 -10.310

--- B ---
# C10H8AsF22NaO2

C10H8AsF22NaO2 as an isolated structure (ωB97M-V/def2-TZVPD, the OMol25 dataset).

Results
Kohn-Sham gap = 10.438 eV

Element x y z (Å)
Na 0.759 16.698 0.538
As 0.899 12.791 0.099
F 2.611 12.285 -0.064
F 1.361 14.356 0.765
F -0.869 13.226 -0.056
F 0.487 11.335 -0.914
F 0.755 11.932 1.619
F 1.097 13.512 -1.569
C 4.390 15.530 1.595
C 4.275 16.146 0.188
C 5.033 15.235 -0.882
F 6.401 15.218 -0.713
F 4.636 13.912 -0.900
F 2.993 16.280 -0.206
F 4.844 17.377 0.281
O 3.669 16.247 2.606
C 3.221 15.656 3.798
C 2.409 16.711 4.620
F 1.412 17.281 3.920
F 1.880 16.307 5.761
F 2.502 14.587 3.460
F 4.212 15.209 4.486
H 5.423 15.644 1.925
H 4.112 14.476 1.615
H 4.910 15.556 -1.917
H 3.035 17.573 4.852
C 0.026 21.470 2.827
C -0.722 20.453 3.741
C -1.795 19.652 2.928
F -2.547 20.505 2.220
F -1.297 18.750 2.045
F 0.047 19.565 4.358
F -1.357 21.178 4.695
O 0.572 20.956 1.648
C 1.955 20.932 1.577
C 2.358 20.162 0.346
F 3.668 20.087 0.128
F 1.782 18.933 0.340
F 2.334 22.170 1.464
F 2.495 20.435 2.734
H 0.730 22.036 3.436
H -0.652 22.274 2.540
H -2.435 19.091 3.610
H 2.067 20.743 -0.530

Stability check: which of them is least stable? B.

--- A ---
# C4H4

One molecule with the formula C4H4 (ωB97M-V/def2-TZVPD, the OMol25 dataset).

Results
Kohn-Sham gap = 10.374 eV
Structure (SMILES) = C#CC=C

Element x y z (Å)
C -2.137 0.226 -0.034
C -0.980 -0.124 -0.064
C 0.371 -0.409 0.126
C 1.433 0.300 -0.142
H -3.135 0.269 0.077
H 0.479 -1.405 0.406
H 2.374 -0.242 0.113
H 1.597 1.386 -0.483

--- B ---
# C4H4

C4H4 as an isolated structure (ωB97M-V/def2-TZVPD, the OMol25 dataset).

Results
Kohn-Sham gap = 10.807 eV

Element x y z (Å)
C -1.313 1.042 -2.389
C -1.101 -0.194 -2.372
C 1.131 -0.338 1.851
C 1.720 -0.722 2.886
H -1.685 2.235 -2.845
H -1.211 -1.371 -2.290
H 0.737 -0.352 0.895
H 1.721 -0.300 4.264

Stability check: which of them is least stable? B.